# 1
The following is a quantum chemistry calculation of a cluster of 3 separate species, C4H15NO2 in total, from the OMol25 dataset.

```
22
Properties=species:S:1:pos:R:3:forces:R:3
C 2.7000 0.3691 0.7401 -0.522 -0.839 -0.437
C 1.7187 -0.5469 -0.0768 0.566 0.146 1.003
C 0.2915 -0.3338 0.4316 0.000 -0.750 0.262
C -0.1655 1.0969 0.2928 -0.012 0.410 0.121
N -0.5738 1.3906 -1.0786 -0.520 -0.086 0.010
H 2.1372 0.6585 1.6319 0.399 0.495 -0.134
H 3.4999 -0.2683 1.0915 0.411 0.042 0.061
H 3.1527 1.1947 0.1965 -0.305 0.221 0.128
H 2.1260 -1.5276 0.1698 -0.645 -0.467 -0.117
H 1.7616 -0.5011 -1.1530 0.250 0.515 -0.451
H 0.2411 -0.7068 1.4621 0.115 0.514 0.109
H -0.4432 -0.9619 -0.0657 -0.016 -0.031 -0.413
H -1.0069 1.2822 0.9585 -0.119 -0.067 -0.056
H 0.6095 1.7838 0.6292 0.264 0.044 0.155
H 0.1662 1.2348 -1.7500 0.054 0.062 0.059
H -0.8916 2.3488 -1.1581 0.147 -0.053 -0.117
O -3.4885 1.0553 1.2652 -0.769 -0.555 0.965
H -3.5283 1.9984 1.4531 0.463 -0.194 -0.692
H -2.9505 0.7887 0.5225 0.216 0.735 -0.362
O 0.0035 -2.9783 -1.5934 -0.005 -0.619 -1.333
H 0.5642 -2.5420 -0.9567 -0.562 0.045 0.632
H -0.9066 -3.1640 -1.3325 0.589 0.433 0.608
```
Forces are in eV/Å.

Properties
**Energy relative to the best compared isomer or geometry (same formula, charge and spin)**: 30.57 kcal/mol
**Electronic energy**: -366.60244 hartree
**HOMO energy**: -0.3467 hartree
**2S+1**: 1
**Total charge**: 0
**Structure (SMILES)**: CCCCN.O.O
**LUMO energy**: 0.83 eV



# 2
The following is a quantum chemistry calculation of the molecule C4H7N, from the OMol25 dataset.

```
12
Properties=species:S:1:pos:R:3:forces:R:3
H 1.9082 2.2825 -0.6670 -0.073 -0.234 0.390
N 1.4301 1.3811 -0.7414 0.020 -0.750 -0.408
C 0.8399 0.9861 0.3054 -2.180 -0.042 -1.106
C -0.1582 -0.4968 0.1740 3.634 7.235 0.136
C 0.7009 -1.4406 0.1845 -3.636 -6.041 1.340
C -1.5465 -0.2016 -0.2018 -0.135 -0.159 0.283
H 0.8193 1.7275 1.1332 -0.310 -1.061 0.392
H 1.7582 -1.5305 0.3284 0.066 0.255 0.127
H -0.1106 -2.3850 0.3887 3.084 1.073 -1.157
H -2.0288 -1.0802 -0.6257 -0.128 -0.024 -0.036
H -2.1129 0.1478 0.6618 -0.123 0.052 -0.048
H -1.4997 0.6097 -0.9402 -0.220 -0.303 0.085
```
Forces are in eV/Å.

Properties
**Energy relative to the best compared isomer or geometry (same formula, charge and spin)**: 76.95 kcal/mol
**Electronic energy**: -211.23804 hartree
**HOMO energy**: -0.3254 hartree
**2S+1**: 1
**Total charge**: 0
**Structure (SMILES)**: [H]/N=C/C(=C)C
**LUMO energy**: 1.10 eV